No. 1
The following is a quantum chemistry calculation of the ion C11H12N3 with charge +1 in a non-equilibrium geometry, from the OMol25 dataset.

Cartesian coordinates (Å):
C -2.9099 1.9284 -0.2072
N -2.1141 0.6321 -0.0096
C -2.3215 -0.5308 -0.7229
C -1.1194 -1.1742 -0.8083
N -0.2041 -0.5691 0.0748
C -0.3351 -1.3584 1.3323
C -0.8384 0.7272 0.2953
N 0.1576 1.7525 0.0634
C 1.3362 1.1148 -0.0876
C 2.5730 1.7527 -0.1208
C 3.6736 0.9466 -0.2142
C 3.5854 -0.4508 -0.3398
C 2.3064 -1.0932 -0.3781
C 1.2011 -0.3305 -0.1174
H -2.9639 2.5291 0.7621
H -2.4061 2.3617 -1.0330
H -3.8682 1.6544 -0.3189
H -3.1968 -0.5922 -1.4213
H -1.0240 -2.2088 -1.1994
H 0.1726 -2.3716 1.3585
H -0.0970 -0.8480 2.2051
H -1.3050 -1.6870 1.4955
H 2.6965 2.8822 -0.2975
H 4.6710 1.3637 -0.2454
H 4.5291 -0.9976 -0.4042
H 2.1800 -2.2456 -0.3576

Atoms 1-3, force components in eV/Å:
3.2631 -0.5895 2.9048
-2.5150 2.2658 1.0660
1.3430 0.1583 -2.1520

- Relative energy (zero: lowest compared OMol25 entry of this formula, charge and spin): 5.043 eV
- SMILES: CN1C=C[N@+]2(C)C1=Nc1ccccc12
- Kohn-Sham gap (alpha / beta): 7.365 / 7.367 eV
- Highest occupied orbital energy (alpha / beta): -11.74 / -11.75 eV
- Total charge: +1
- Multiplicity: 1

---

No. 2
The following is a quantum chemistry calculation of an isolated molecule of C4H3ClO2 in a non-equilibrium geometry, from the OMol25 dataset.

Cartesian coordinates (Å):
C -1.0330 0.8334 -0.4389
C -0.2841 0.3514 0.7303
O -0.4643 0.8273 1.7987
C 0.7543 -0.6870 0.5725
Cl 1.4798 -1.3347 1.9911
C 1.3113 -1.0923 -0.6219
O 1.7075 -1.6493 -1.5771
H -1.8451 1.4265 -0.3191
H -1.2893 -0.1041 -1.0070
H -0.3371 1.4287 -1.1286

Atoms 1-3, force components in eV/Å:
3.2154 -2.3888 -3.7357
0.5248 0.3949 -0.6758
-0.4071 0.5723 2.4294

- Relative energy (zero: lowest compared OMol25 entry of this formula, charge and spin): 1.089 eV
- SMILES: CC(=O)C(Cl)=C=O
- Kohn-Sham gap: 9.043 eV
- Highest occupied orbital energy: -9.41 eV
- Multiplicity: 1

---

No. 3
The following is a quantum chemistry calculation of an isolated molecule of C2HFN2O, from the OMol25 dataset.

Cartesian coordinates (Å):
F 1.3620 1.2159 -0.9406
C 0.3897 0.4906 -0.4347
C 0.4110 -0.3975 0.5727
O -0.8360 -0.8609 0.7026
N -1.6199 -0.2270 -0.2489
N -0.8811 0.5684 -0.9020
H 1.1743 -0.7894 1.2509

Atoms 1-3, force components in eV/Å:
-0.0136 0.0483 -0.0709
-0.1754 -0.0165 0.1020
0.4821 -0.5062 0.6601

- Relative energy (zero: lowest compared OMol25 entry of this formula, charge and spin): 1.103 eV
- SMILES: Fc1conn1
- Kohn-Sham gap: 11.160 eV
- Highest occupied orbital energy: -10.61 eV
- Multiplicity: 1

---

No. 4
The following is a quantum chemistry calculation of a structure of composition C6H4FMoN2O8SSe in a non-equilibrium geometry, from the OMol25 dataset.

Cartesian coordinates (Å):
Mo -1.3490 -2.4043 -2.4430
O -1.2490 -4.3041 0.4625
S -1.6341 -4.4940 -0.8907
O -1.9532 -5.7072 -1.4600
O -0.4196 -3.9118 -1.7959
O -2.6018 -3.2969 -1.3894
F 0.7365 4.8868 0.5910
C 0.9096 3.6047 1.0284
C 0.2466 2.6617 0.3712
N 0.3900 1.3319 0.6849
C -0.3831 0.3434 0.0098
C 0.1104 0.1028 -1.3912
O 1.0562 0.6349 -1.8570
O -0.6255 -0.8096 -1.9997
C 1.2474 0.8468 1.7403
O 1.5348 -0.3080 1.9607
N 1.6796 1.8817 2.5273
C 1.6523 3.3343 2.2454
O 2.1804 4.0710 3.0967
H -0.3197 2.8963 -0.5450
H -1.3364 0.6955 -0.1818
H -0.3649 -0.6360 0.4994
H 2.2130 1.5945 3.2870
Se -1.7204 -3.0145 -4.5509

Atoms 1-3, force components in eV/Å:
0.1317 -1.9841 -1.2158
-0.8688 0.0883 -0.8072
2.0665 0.8842 2.4442

- Relative energy (zero: lowest compared OMol25 entry of this formula, charge and spin): 1.566 eV
- Kohn-Sham gap (alpha / beta): 3.245 / 3.247 eV
- Highest occupied orbital energy (alpha / beta): -12.17 / -12.17 eV
- Total charge: +1
- Multiplicity: 1

---

No. 5
The following is a quantum chemistry calculation of a structure of composition C20H39N4O4S4SbSc in a non-equilibrium geometry, from the OMol25 dataset.

Cartesian coordinates (Å):
Sc 0.2093 0.2013 -0.1391
C 3.3398 -1.1938 2.9913
C 1.9952 -1.0220 2.2768
C 0.9650 -0.5276 3.3050
C -0.5484 -0.8251 3.1692
C -1.2583 0.2024 4.0589
C -0.8475 -2.2264 3.7067
N -1.0369 -0.7747 1.7514
C -2.4003 -0.2260 1.5517
C -2.9655 -0.6829 0.2219
N -2.0328 -0.5116 -0.9270
C -1.8567 -1.8300 -1.5630
C -0.8762 -2.6221 -0.6701
O -1.2258 -3.6496 -0.1067
O 0.2464 -2.0120 -0.5733
C -2.3725 0.6064 -1.8296
C -3.2556 0.2456 -3.0064
C 0.0261 0.5147 -3.4894
C 1.5501 0.5050 -3.2200
C 2.2190 -0.3068 -4.3330
C 2.0859 1.9297 -3.2296
N 1.7652 -0.1643 -1.9062
C 3.0660 0.0032 -1.2578
C 3.0759 -0.6776 0.1157
N 2.0977 -0.1390 1.0861
C 2.3419 1.3230 1.2907
C 1.5703 1.9598 0.0831
O 1.9787 3.0521 -0.2869
O -0.4357 1.7964 0.9253
H 3.2141 -1.8557 3.8489
H 3.7095 -0.2330 3.3583
H 4.1042 -1.6320 2.3512
H 1.6729 -1.9944 1.8887
H 1.1024 0.5436 3.4540
H 1.2453 -0.9806 4.2601
H -0.7702 0.2231 5.0349
H -2.3067 -0.0427 4.2201
H -1.1993 1.2047 3.6354
H -0.5855 -2.3057 4.7637
H -0.2885 -2.9866 3.1536
H -1.9116 -2.4497 3.5996
H -1.0793 -1.7527 1.4714
H -0.5543 1.9491 1.8597
H -2.3500 0.8587 1.5749
H -3.0975 -0.5592 2.3277
H -3.8940 -0.1388 0.0355
H -3.1960 -1.7486 0.2888
H -1.3959 -1.7197 -2.5407
H -2.8044 -2.3638 -1.6774
H -2.8943 1.3518 -1.2221
H -2.7442 -0.3940 -3.7287
H -3.5845 1.1551 -3.5042
H -4.1479 -0.2719 -2.6476
H -0.1486 0.8994 -4.4956
H -0.3450 -0.5077 -3.4630
H 2.0857 0.1812 -5.2999
H 1.7975 -1.3141 -4.3965
H 3.2914 -0.3938 -4.1493
H 1.7252 2.4327 -4.1296
H 3.1778 1.9344 -3.2723
H 1.7841 2.5051 -2.3527
H 1.5902 -1.1592 -2.0337
H 3.2685 1.0648 -1.1470
H 3.8855 -0.4333 -1.8457
H 4.0911 -0.5775 0.5190
H 2.8588 -1.7418 -0.0131
H 3.4048 1.5749 1.1747
H 2.0404 1.6443 2.2814
S -4.9783 3.1320 -1.7014
Sb -3.2672 4.0895 -0.1452
S -0.8632 1.5498 -2.2765
S -4.9796 2.3000 0.2514
S -4.0836 6.0140 0.6934

Atoms 1-3, force components in eV/Å:
-0.8234 0.6719 0.4880
-0.0040 -0.0457 0.0378
-0.0689 0.0614 0.1171

- Relative energy (zero: lowest compared OMol25 entry of this formula, charge and spin): 2.516 eV
- Kohn-Sham gap: 5.913 eV
- Highest occupied orbital energy: -3.93 eV
- Total charge: -1
- Multiplicity: 1

---

No. 6
The following is a quantum chemistry calculation of a structure of composition C23H34NO3PPdS2Sb2Te, from the OMol25 dataset.

Cartesian coordinates (Å):
Pd 1.8451 0.1260 0.4050
C 0.0909 -2.3171 -3.6190
Sb 0.7737 -0.7195 -2.3219
C 2.8034 -1.4450 -2.3926
C 0.9704 0.6524 -4.1095
C 2.2429 1.4057 -4.2811
C 3.2678 0.8267 -5.0386
C 4.4983 1.4346 -5.2191
C 4.7314 2.6744 -4.6390
C 3.7222 3.2759 -3.9068
C 2.4734 2.6776 -3.7120
C 1.4468 3.3979 -2.9121
Sb 1.3147 2.7908 -0.7638
C 0.8754 4.8128 -0.1303
C 3.4290 3.0388 -0.4921
H 0.9106 -2.5950 -4.2839
H -0.7660 -1.9917 -4.2112
H -0.1919 -3.1598 -2.9908
H 3.3167 -1.0323 -3.2613
H 2.7452 -2.5313 -2.4706
H 3.3470 -1.1925 -1.4829
H 0.1083 1.3185 -4.0500
H 0.8237 -0.0199 -4.9576
H 3.0819 -0.1426 -5.4902
H 5.2675 0.9418 -5.8022
H 5.6881 3.1699 -4.7558
H 3.8968 4.2485 -3.4584
H 0.4444 3.2568 -3.3210
H 1.6616 4.4693 -2.8940
H 1.7994 5.3921 -0.1618
H 0.4968 4.7614 0.8891
H 0.1333 5.2773 -0.7817
H 3.7396 4.0457 -0.7840
H 3.9505 2.2998 -1.0995
H 3.6847 2.8430 0.5489
S 0.4648 -3.0693 -0.0411
C -0.5389 -2.1940 1.0130
N -0.7661 -0.9054 1.0338
C -1.6041 -0.5317 2.0539
C -1.9862 0.7848 2.3185
C -2.8366 1.0431 3.3799
C -3.3081 0.0091 4.1928
C -2.9241 -1.3035 3.9499
C -2.0757 -1.5694 2.8839
S -1.4108 -3.0686 2.3143
H -1.5626 1.5762 1.7132
H -3.1242 2.0659 3.5958
H -3.9668 0.2308 5.0248
H -3.2795 -2.1052 4.5873
C 1.2792 1.2718 5.8462
C 0.4348 1.1186 4.5930
O 1.1757 0.4437 3.5815
P 1.8533 1.2765 2.3713
O 0.9117 2.4062 1.9804
Te 3.7824 -0.7866 1.8272
O 3.0998 2.0855 3.0944
C 2.9866 3.4772 3.3499
C 4.3334 3.9482 3.8602
H 0.7337 1.8396 6.6063
H 2.2104 1.7906 5.6162
H 1.5340 0.2933 6.2557
H 0.0875 2.0861 4.2205
H -0.4471 0.5049 4.7905
H 2.2004 3.6743 4.0887
H 2.7018 4.0109 2.4398
H 4.5897 3.4453 4.7944
H 4.3220 5.0280 4.0333
H 5.1096 3.7155 3.1301

Atoms 1-3, force components in eV/Å:
-0.1036 0.1055 0.7791
-0.0664 0.0365 0.0172
0.1067 -0.0107 -0.0709

- Relative energy (zero: lowest compared OMol25 entry of this formula, charge and spin): 2.126 eV
- Kohn-Sham gap: 5.109 eV
- Highest occupied orbital energy: -0.58 eV
- Total charge: -2
- Multiplicity: 1

---

No. 7
The following is a quantum chemistry calculation of a structure of composition C5H8O2 in a non-equilibrium geometry, from the OMol25 dataset.

Cartesian coordinates (Å):
O -0.3450 1.2119 1.9487
C 0.1082 0.4079 0.9268
C -0.8939 -0.7842 0.5671
C -0.7225 -0.6879 -0.9616
C 0.7912 -0.4989 -1.1130
C 0.3591 0.8487 -0.4948
O -0.9004 0.7382 -1.1914
H 0.5442 1.5785 2.0860
H 1.4528 0.5745 1.2833
H -0.5923 -1.7261 1.0186
H -1.9500 -0.5933 0.8454
H -1.3252 -1.3126 -1.6289
H 1.4562 -1.1606 -0.5458
H 1.1075 -0.3796 -2.1464
H 0.9102 1.7835 -0.5940

Atoms 1-3, force components in eV/Å:
0.1659 1.0679 -0.0246
2.3347 -0.3412 0.0412
0.7422 -0.0163 0.2788

- Relative energy (zero: lowest compared OMol25 entry of this formula, charge and spin): 3.925 eV
- Kohn-Sham gap: 10.033 eV
- Highest occupied orbital energy: -9.33 eV
- Multiplicity: 1

---

No. 8
The following is a quantum chemistry calculation of a structure of composition C12H22N9O5Tc, from the OMol25 dataset.

Cartesian coordinates (Å):
Tc 0.1369 0.2549 -0.2273
C 2.6893 -2.5945 3.8085
N 2.7331 -1.8286 2.5682
C 3.9740 -1.1558 2.2101
C 1.6122 -1.5319 1.8533
N 1.5257 -0.5563 1.0252
N 0.5846 -2.4710 2.0735
C -0.7284 -2.5996 1.7249
N -1.1968 -3.8901 1.7222
N -1.5516 -1.6475 1.4071
H 3.5562 -2.3326 4.4082
H 2.7320 -3.6751 3.6345
H 1.8037 -2.3518 4.3963
H 4.8008 -1.6719 2.6890
H 3.9879 -0.1097 2.5327
H 4.1317 -1.2030 1.1319
H 2.3549 0.0281 1.0634
H 0.9384 -3.3058 2.5116
H -0.5481 -4.6458 1.8626
H -2.1281 -4.0596 2.0661
H -2.4526 -1.9811 1.0915
O 3.1974 -2.7399 -4.5867
C 2.8540 -3.3606 -3.4588
O 3.4184 -4.3493 -3.0833
C 1.6882 -2.8162 -2.6927
C 0.6378 -3.5788 -2.2463
N -0.1139 -2.7885 -1.4475
N 0.3841 -1.5475 -1.3670
C 1.4671 -1.5433 -2.1352
C 2.1828 -0.2389 -2.3363
O 3.1155 -0.1864 -3.1145
O 1.6589 0.7337 -1.6652
H 2.8464 -1.8380 -4.6008
H 0.3901 -4.6119 -2.4211
H -0.9853 -3.0140 -1.0015
C -1.3212 -0.1913 1.2555
H -2.3236 0.2252 1.1353
H -0.9392 0.1871 2.2096
C -0.6117 4.4511 2.0063
N 0.4243 4.4052 0.9899
C 0.7133 3.2670 0.3297
N 1.6471 3.3008 -0.6327
O 0.1100 2.2143 0.6592
H -0.6415 5.4569 2.4163
H -0.3934 3.7503 2.8101
H -1.5889 4.2087 1.5894
H 0.8587 5.2619 0.6991
H 2.0748 4.1660 -0.9083
H 1.8327 2.4579 -1.1761

Atoms 1-3, force components in eV/Å:
-0.0554 -0.0132 -0.0087
-0.0122 0.0095 0.0172
0.0340 0.0201 -0.0519

- Relative energy (zero: lowest compared OMol25 entry of this formula, charge and spin): 0.979 eV
- Kohn-Sham gap (alpha / beta): 7.067 / 6.606 eV
- <S²>: 0.7553
- Highest occupied orbital energy (alpha / beta): -9.84 / -9.40 eV
- Total charge: +1
- Multiplicity: 2